Entry 1:
A cluster of 8 separate species, C20H36F6NO20PS2 in total, computed with ωB97M-V with the def2-TZVPD basis set.

The geometry in XYZ format:
```
86
Properties=species:S:1:pos:R:3:forces:R:3:lowdin_charge:R:1
N 2.7841 2.3875 -2.5514 0.379 -0.312 0.625 0.313
H 2.0898 1.8259 -2.0310 -0.326 0.148 -0.017 0.069
H 2.3734 2.7987 -3.3853 0.117 -0.075 -0.052 0.155
H 3.5676 1.7615 -2.7432 -0.042 0.165 -0.318 0.155
H 3.0768 3.1129 -1.8861 -0.179 0.093 -0.111 0.116
P 0.7787 0.1069 -0.5232 0.649 -1.578 0.210 0.212
F 2.4340 0.1478 -0.6493 -0.149 0.560 -1.143 -0.182
F 1.0503 0.5184 1.0138 -0.771 -0.324 -0.048 -0.134
F 0.7036 1.6578 -0.9862 0.088 0.468 0.177 -0.168
F -0.8091 0.1101 -0.2710 0.352 -0.192 0.088 -0.125
F 0.5727 -0.2791 -2.0880 0.386 0.333 0.034 -0.151
F 0.9501 -1.4744 -0.2399 -0.720 0.359 0.711 -0.146
C -2.2999 -1.4209 -2.5851 -0.276 0.384 -1.555 -0.024
C -3.5776 -1.7534 -1.8947 -0.902 -1.401 1.470 -0.300
C -3.9698 -0.8438 -0.7118 0.742 0.187 -0.169 -0.081
O -5.3189 -0.4710 -0.9615 0.532 0.050 0.338 0.084
C -5.6927 -0.9028 -2.1716 -0.252 -0.158 -0.210 -0.569
O -6.7143 -0.5692 -2.6787 0.047 -0.308 -0.353 0.161
O -4.7780 -1.7665 -2.7007 0.282 0.965 -0.139 0.090
H -1.4262 -1.7083 -2.0102 -0.074 0.422 0.341 0.066
H -2.3307 -0.3696 -2.8890 0.490 0.122 0.436 0.083
H -2.1799 -1.9331 -3.5450 -0.343 -0.347 0.144 0.094
H -3.5241 -2.7574 -1.4648 0.164 -0.155 -0.335 0.152
H -3.3366 0.0414 -0.6681 -0.169 0.160 -0.029 0.103
H -3.8699 -1.3684 0.2358 -0.318 -0.026 0.048 0.118
C -3.0625 -1.1278 3.1087 -0.699 -0.955 -0.102 -0.017
C -1.9750 -1.9248 2.3912 0.332 0.176 1.052 -0.296
C -0.6258 -2.1417 3.1472 -0.266 2.572 -0.221 -0.109
O -0.5802 -3.4905 3.4722 1.003 -0.786 0.316 0.097
C -1.6209 -4.1390 2.9585 -1.634 -0.219 -0.205 -0.569
O -1.9417 -5.2757 3.1092 0.888 0.064 0.088 0.168
O -2.4116 -3.2830 2.2715 -0.116 0.415 -0.909 0.073
H -3.1038 -0.0835 2.8034 0.487 0.195 0.671 0.082
H -3.0635 -1.3992 4.1671 0.420 0.870 0.203 0.093
H -4.0707 -1.4814 2.8580 0.266 -0.251 -0.626 0.087
H -1.7027 -1.4250 1.4613 -0.460 -0.625 -0.460 0.116
H -0.5036 -1.5219 4.0432 -0.477 -0.347 0.200 0.134
H 0.1661 -1.7437 2.5022 0.320 -1.037 -0.129 0.114
C -3.1630 2.7750 -3.2686 -0.143 -0.372 0.005 -0.003
C -2.2967 2.8129 -2.0034 1.377 -0.481 -1.149 -0.318
C -1.7207 4.1839 -1.6457 -1.262 0.827 -0.347 -0.064
O -2.4209 4.5343 -0.4387 0.279 -0.043 -0.333 0.067
C -3.0591 3.4557 0.0370 0.130 0.285 0.718 -0.579
O -3.6066 3.4289 1.0981 0.025 -0.264 -0.376 0.158
O -2.9233 2.4152 -0.8035 -0.812 -0.338 0.184 0.078
H -2.5995 2.4892 -4.1625 0.558 0.513 0.221 0.087
H -3.6376 3.7365 -3.4565 -0.335 -0.155 0.009 0.085
H -3.8741 1.9449 -3.2804 -0.362 0.323 0.615 0.085
H -1.4688 2.1242 -2.1773 -0.051 -0.190 0.264 0.124
H -2.0680 4.9120 -2.3813 0.449 0.075 -0.079 0.130
H -0.6451 4.2475 -1.5060 0.001 -0.180 0.190 0.110
C 1.8538 -4.9875 -0.2596 0.315 -0.481 -0.210 -0.018
C 1.5779 -5.0564 -1.7654 -0.244 -0.610 0.968 -0.302
C 1.5806 -3.7288 -2.5050 0.113 0.857 1.262 -0.096
O 2.7637 -3.7573 -3.2729 0.423 0.447 -0.807 0.076
C 3.3403 -4.9587 -3.2303 -0.588 -1.235 0.037 -0.566
O 4.2943 -5.3125 -3.8413 0.217 0.341 0.039 0.165
O 2.6169 -5.7890 -2.4246 0.096 0.158 -0.132 0.081
H 2.6025 -4.2393 0.0024 -0.299 0.241 0.101 0.088
H 2.2561 -5.9436 0.0832 0.033 -0.080 -0.265 0.089
H 0.9069 -4.9102 0.2753 0.117 0.627 0.097 0.081
H 0.6288 -5.5948 -1.8091 0.160 -0.130 -0.775 0.150
H 1.7485 -2.9395 -1.7691 -0.477 0.114 -0.202 0.103
H 0.7060 -3.4923 -3.1108 0.125 -0.241 -0.145 0.135
C -0.5579 3.0049 2.0760 -1.140 -0.195 0.390 -0.162
C 0.6853 2.5972 2.8501 -0.219 2.578 -1.207 -0.097
O 1.6966 2.8838 1.8470 1.911 0.033 -0.538 -0.252
S 1.4435 4.2077 0.9831 -1.765 -1.415 1.388 0.674
O 1.8923 3.9552 -0.3692 -0.273 0.342 1.027 -0.282
O 1.8656 5.4118 1.6323 -0.359 -1.021 -0.568 -0.198
O -0.1798 4.0081 1.1342 1.687 1.135 -1.226 -0.196
H -1.2981 3.5191 2.6888 -0.043 -0.396 0.185 0.142
H -1.0281 2.1633 1.5653 0.138 0.113 -0.215 0.119
H 0.6955 1.5605 3.1489 0.399 0.037 0.105 0.130
H 0.8405 3.3895 3.5833 0.110 -0.790 0.790 0.139
C 4.4087 0.4723 1.9425 -2.589 1.793 1.515 -0.169
C 4.8248 1.9230 1.6513 1.751 -1.546 -0.798 -0.152
O 5.3055 2.3921 2.9230 -0.678 0.127 0.739 -0.191
S 5.6079 1.1746 3.9698 0.665 0.739 -0.447 0.632
O 4.6064 1.0871 4.9784 0.042 0.276 -0.402 -0.219
O 6.9874 1.2420 4.3405 -1.075 -0.224 -0.419 -0.215
O 5.3677 0.0422 2.8910 1.259 -1.253 -0.291 -0.186
H 4.0450 -0.1987 1.1713 1.295 -0.262 -0.330 0.125
H 3.4999 0.5543 2.5628 -0.247 0.169 -0.327 0.116
H 4.1157 2.5396 1.1104 -0.475 0.195 0.881 0.104
H 5.7251 1.9059 1.0274 -0.013 -0.054 -0.165 0.128
```
Positions in Å, forces in eV/Å.

Calculated values
energy relative to the best compared isomer or geometry (same formula, charge and spin): 1.582 eV
molecular weight: 819.6 g/mol
charge: 0
total energy: -4080.36398 Ha
HOMO-LUMO gap: 9.5 eV

Entry 2:
A cluster of 2 separate species, C18H35N3OPS in total, computed with ωB97M-V with the def2-TZVPD basis set.

The geometry in XYZ format:
```
59
Properties=species:S:1:pos:R:3:forces:R:3:lowdin_charge:R:1
C 3.4923 3.6944 0.3019 -4.581 1.702 -8.234 0.034
C 2.8072 4.1251 -0.8593 4.042 -3.343 7.467 -0.074
C 1.7945 4.6406 -2.0687 1.467 1.538 0.549 -0.215
N 0.3308 4.6037 -1.7132 1.453 -1.366 0.743 -0.021
C -0.1943 3.2230 -1.4133 -1.277 -0.949 1.098 -0.381
C -0.1421 2.8255 0.2108 1.576 0.295 9.568 -0.050
C 0.0112 2.7441 1.6156 -0.830 1.292 -9.420 0.073
C 0.5037 1.9964 -2.2401 0.322 -0.898 -0.127 -0.235
N 0.1993 2.0666 -3.7431 1.500 -0.934 0.964 -0.021
C -1.8299 3.2872 -1.7616 0.636 1.972 1.723 -0.404
O -2.3785 4.2708 -0.7696 -0.532 -0.613 -1.943 -0.295
C -3.7925 4.5623 -1.0513 -1.273 -0.342 0.910 -0.132
P -2.7481 1.6451 -1.4462 0.620 -1.346 -2.789 0.415
S -2.9327 0.7850 -3.2257 -0.140 -0.034 0.555 0.037
H 4.0687 2.9717 1.0573 -1.569 2.265 -2.133 0.057
H 2.0559 4.1364 -3.1186 -0.620 0.764 2.712 0.127
H 2.0700 5.7923 -2.2226 -0.623 -2.571 0.367 0.139
H 0.1579 5.2775 -0.9190 0.052 -1.280 -1.151 0.145
H 0.1881 2.8877 2.7857 -0.600 -0.570 -3.346 0.068
H 1.6695 1.8599 -2.0215 -2.483 0.735 -0.107 0.126
H 0.0210 0.9637 -1.8844 0.794 2.425 -0.597 0.093
H 0.4343 1.0924 -4.0878 -0.603 1.593 0.303 0.084
H 0.8693 2.6925 -4.2408 -0.630 -0.576 0.726 0.062
H -1.9755 3.7514 -2.8258 0.196 -1.539 1.779 0.149
H -4.4357 3.9132 -0.2839 1.182 1.401 -1.706 0.093
H -4.1306 4.2664 -2.1429 0.827 0.782 2.085 0.115
H -4.0360 5.6822 -0.7965 0.744 -2.180 -0.747 0.112
H -1.9207 0.7051 -0.6774 -0.871 1.429 0.239 -0.025
H -4.0877 1.7768 -0.9309 1.221 0.330 0.553 -0.009
C 1.8152 -0.3067 0.4696 0.011 0.183 -0.027 -0.105
C 1.9145 -1.5625 -0.3780 0.088 -0.050 0.145 -0.229
C 0.7474 -2.5551 -0.2878 0.432 -0.212 0.024 -0.094
N 0.5557 -3.2889 1.0784 -0.002 -0.101 -0.414 -0.221
C -0.1015 -4.6567 0.7621 0.004 0.239 0.313 -0.098
C -0.4769 -5.4222 2.0285 0.075 -0.084 0.057 -0.172
C -1.3739 -4.6062 2.9442 -0.259 -0.066 0.169 -0.188
C -0.7763 -3.2398 3.2400 0.085 -0.037 0.094 -0.169
C -0.4119 -2.4868 1.9648 0.162 -0.236 0.178 -0.095
C 1.9072 -3.5244 1.7572 -0.660 0.147 -0.208 0.035
H 1.7161 -0.5181 1.5346 -0.026 0.069 0.030 0.055
H 2.7289 0.2861 0.3561 -0.217 0.003 -0.048 0.084
H 0.9697 0.3133 0.1561 0.131 -0.032 0.221 0.037
H 2.8647 -2.0685 -0.1764 -0.167 -0.071 -0.090 0.106
H 1.9844 -1.2390 -1.4252 -0.179 -0.286 0.090 0.122
H 0.9294 -3.3401 -1.0328 -0.128 0.036 0.307 0.131
H -0.2049 -2.0764 -0.5417 0.105 -0.131 0.253 0.133
H -0.9986 -4.4465 0.1614 0.311 0.098 0.139 0.146
H 0.6039 -5.2322 0.1554 -0.034 0.271 0.039 0.135
H -0.9917 -6.3485 1.7500 0.156 0.167 -0.170 0.131
H 0.4210 -5.7358 2.5709 -0.041 0.011 -0.116 0.114
H -1.5417 -5.1482 3.8836 0.006 0.110 -0.239 0.127
H -2.3558 -4.4763 2.4744 0.056 -0.015 0.021 0.125
H 0.1016 -3.3435 3.8863 -0.051 0.059 -0.050 0.118
H -1.5002 -2.6468 3.8082 0.164 0.096 -0.171 0.131
H 0.0489 -1.5280 2.2067 0.047 -0.138 -0.238 0.119
H -1.3151 -2.3002 1.3706 0.293 -0.111 -0.046 0.141
H 2.3457 -2.5633 2.0289 -0.092 -0.138 -0.172 0.101
H 2.5503 -4.0684 1.0587 -0.167 0.168 0.138 0.120
H 1.7744 -4.1092 2.6678 -0.104 0.069 -0.269 0.094
```
Positions in Å, forces in eV/Å.

Calculated values
molecular weight: 372.5 g/mol
charge: +1
total energy: -1685.22937 Ha
HOMO-LUMO gap: 7.7 eV